(1)
Here is a 6-piece molecular cluster, H12O6 overall in a non-equilibrium geometry from the OMol25 dataset. Energies are from wB97M-V/def2-TZVPD.

```
18
Properties=species:S:1:pos:R:3:forces:R:3
O -1.060 0.265 -1.729 -1.351 -0.639 -0.651
O 0.653 -2.024 0.563 -0.718 -0.084 0.524
O 0.011 -2.929 -1.922 -0.791 -0.548 -1.437
O -1.341 1.512 2.597 -0.490 1.217 -0.207
O 1.294 2.625 -1.522 -0.051 1.316 -0.624
O 0.593 0.643 0.332 -0.150 2.132 1.501
H -0.381 0.597 -1.121 -0.767 -0.517 0.381
H 0.771 -0.295 0.305 -0.035 -0.572 0.516
H -0.060 -2.223 1.195 0.401 0.097 -0.226
H 0.872 -3.269 -2.140 0.436 -0.121 -0.069
H 0.311 0.965 1.238 0.322 -1.042 -1.466
H -1.765 2.396 2.491 0.517 -0.938 -0.219
H -1.747 -0.329 -1.326 1.590 1.132 -0.149
H 0.053 -2.639 -1.029 0.331 0.422 0.984
H 0.902 3.521 -1.659 0.333 -1.347 0.443
H 1.456 -2.376 0.937 0.429 -0.299 0.240
H 0.937 2.217 -0.727 -0.094 0.104 0.072
H -1.502 1.341 3.524 0.087 -0.312 0.387
```
Forces are in eV/Å.

## Properties
ΔE to the lowest compared entry with this formula, charge and spin = 39.1 kcal/mol
multiplicity = 1
maximum force = 0.05078 hartree/bohr
LUMO energy = -0.1 eV
Kohn-Sham gap = 9.87 eV
electronic energy = -458.61024 hartree

(2)
Here is a 2-piece molecular cluster, C2H8NO2P overall in a non-equilibrium geometry from the OMol25 dataset. Energies are from wB97M-V/def2-TZVPD.

```
14
Properties=species:S:1:pos:R:3:forces:R:3
P 0.920 -0.048 -1.654 -0.827 2.135 3.293
O -0.119 -2.642 -1.729 3.001 0.844 0.855
O -0.471 0.442 -1.802 0.513 -0.208 -0.889
N 0.989 -1.674 -1.608 1.101 -2.721 -0.951
C 2.063 0.700 -0.620 -1.021 -0.914 -1.286
C -1.865 1.176 2.486 -1.398 -1.839 -2.076
H -2.257 0.142 2.666 -0.331 0.911 -0.306
H -0.790 -2.102 -2.083 -1.790 1.167 -0.852
H -1.338 1.352 3.376 0.879 1.098 0.850
H -2.654 1.881 2.151 0.345 -0.399 0.962
H 2.871 0.040 -0.298 -0.065 0.519 -0.080
H 1.859 -2.104 -1.976 -1.115 0.134 0.410
H -1.271 1.039 1.572 0.516 0.225 0.549
H 2.063 1.798 -0.480 0.192 -0.951 -0.480
```
Forces are in eV/Å.

## Properties
ΔE to the lowest compared entry with this formula, charge and spin = 116.6 kcal/mol
multiplicity = 1
maximum force = 0.07800 hartree/bohr
LUMO energy (spin up / spin down) = -0.5 / -0.5 eV
Kohn-Sham gap (spin up / spin down) = 8.37 / 8.37 eV
electronic energy = -627.47018 hartree

(3)
Here is C30H43Cl3N5O3PtSi as an isolated structure in a non-equilibrium geometry from the OMol25 dataset. Energies are from wB97M-V/def2-TZVPD.

```
86
Properties=species:S:1:pos:R:3:forces:R:3
Pt 0.433 1.404 0.798 0.324 1.595 -1.917
Cl -0.164 4.375 -2.978 0.049 0.393 0.235
Cl 0.203 -0.535 -0.050 -0.344 -3.101 -1.849
Cl -1.968 1.769 1.025 -0.645 0.224 0.534
Si -0.581 2.504 -3.960 0.463 0.488 0.983
O -0.770 -1.001 -3.439 0.989 -0.263 1.468
O 0.855 3.240 1.474 -1.466 3.286 -0.066
O 2.784 0.898 -0.981 1.027 -1.503 -0.043
N 0.171 5.259 2.031 -0.060 0.658 0.183
N 0.763 0.415 2.520 -0.788 0.145 1.862
N -1.166 1.295 10.859 0.276 -0.436 -1.561
N 0.229 -0.280 4.491 -0.066 -0.634 -0.159
N 3.239 -1.094 -2.055 0.284 0.082 0.407
C 1.071 1.678 -3.784 -0.224 -0.057 -0.270
C 1.478 -0.756 2.707 -0.826 1.104 0.678
C -0.807 6.333 2.127 0.240 0.010 -0.242
C -1.946 1.902 -2.837 -0.216 -0.317 -0.300
C 3.144 -0.292 -0.969 -0.726 1.163 -0.438
C 0.130 -3.509 -1.256 -0.528 0.074 1.202
C 1.188 -1.142 3.968 -0.300 -0.332 0.166
C -0.998 0.941 9.763 -0.209 0.113 1.171
C 3.528 -2.508 -1.944 -0.047 0.145 0.112
C -1.424 -2.019 -2.806 -1.500 -0.007 -0.388
C -1.561 1.056 7.371 0.052 -0.086 -0.462
C -1.316 0.694 6.043 -0.088 -0.015 1.004
C 0.076 -0.571 8.119 -0.013 -0.155 -0.017
C -2.417 -2.450 -5.127 -0.452 -0.102 -0.428
C -1.994 -2.804 -0.351 0.277 0.088 -0.090
C -1.707 -3.395 0.888 0.185 0.101 -0.528
C -0.327 -0.270 5.771 0.458 1.010 0.472
C -0.938 -4.125 -4.095 -0.345 -0.498 0.485
C -1.056 -2.784 -1.399 -0.046 0.275 -1.358
C -0.495 -4.084 1.052 -0.181 0.057 -0.272
C 1.464 5.394 2.689 -0.034 0.341 0.061
C 2.917 -0.613 -3.385 -0.363 -0.015 -0.215
C -0.014 0.676 3.570 1.444 -1.101 -1.503
C -0.935 3.156 -5.703 -0.178 -0.101 -0.046
C -0.039 4.156 1.350 1.854 -1.747 0.439
C -0.908 -5.059 -5.273 -0.077 -0.406 0.090
C -0.806 0.475 8.405 -0.545 0.061 -0.050
C -1.603 -2.972 -3.996 0.808 -0.367 0.950
C 0.381 -4.202 -0.041 0.068 0.577 -0.412
C 0.320 -0.955 6.801 -0.384 0.423 0.575
H -1.908 -2.650 -6.073 -0.103 0.193 -0.086
H 2.267 5.411 1.937 -0.218 -0.096 0.326
H -1.965 2.921 -6.002 0.250 0.065 -0.087
H -2.511 1.069 -3.275 0.196 0.065 0.130
H -0.807 4.255 -5.700 -0.094 -0.573 0.016
H -3.344 -3.032 -5.142 -0.162 -0.130 -0.173
H -1.849 1.239 5.261 0.203 -0.429 0.233
H 3.421 -1.242 -4.128 0.121 0.097 0.202
H 1.637 4.571 3.392 -0.011 0.192 -0.216
H 1.533 -1.985 4.503 0.137 -0.573 0.421
H -0.796 1.426 3.622 0.517 -0.067 -0.206
H 1.893 2.391 -3.923 -0.210 0.023 -0.087
H -1.928 -5.409 -5.494 0.175 -0.008 -0.242
H 1.078 -1.697 6.585 -0.102 0.076 0.025
H 0.807 -3.440 -2.104 0.034 -0.372 0.410
H -1.542 1.551 -1.872 0.069 0.050 -0.498
H -2.418 -3.291 1.718 0.327 -0.105 -0.339
H -2.933 -2.264 -0.505 0.265 -0.121 0.139
H -0.939 4.037 0.743 0.107 -0.048 0.162
H 1.288 -4.804 0.064 -0.152 0.229 0.007
H -0.335 -5.932 -4.943 -0.060 -0.081 -0.365
H 2.042 -1.228 1.911 -0.055 0.278 0.303
H 0.585 -1.069 8.946 -0.042 0.167 -0.294
H -0.800 6.717 3.152 -0.197 -0.126 -0.159
H -0.235 2.729 -6.438 -0.283 0.056 0.212
H -0.552 7.160 1.451 -0.100 -0.136 0.093
H 4.325 -2.766 -2.650 0.052 -0.039 0.191
H 3.249 0.427 -3.489 -0.175 -0.369 0.048
H -2.720 -1.399 -5.080 0.489 -0.187 0.246
H -0.253 -4.508 2.039 -0.035 0.024 -0.622
H 1.435 6.346 3.220 0.213 -0.078 0.051
H 1.181 1.244 -2.779 -0.222 0.111 -0.371
H 3.838 -2.725 -0.918 -0.025 -0.127 -0.165
H 2.650 -3.113 -2.196 0.217 0.139 0.115
H -0.567 -4.591 -3.170 0.073 0.459 -0.577
H 1.162 0.882 -4.533 -0.101 0.136 0.239
H -1.790 5.935 1.869 0.096 0.165 0.074
H -0.450 -4.699 -6.210 -0.186 0.153 0.351
H -2.623 2.729 -2.616 -0.064 0.057 -0.093
H -2.472 -1.709 -2.548 0.002 0.133 0.139
H 3.409 -0.804 -0.023 -0.001 0.016 -0.231
H 1.831 -0.697 -3.575 0.388 -0.011 0.206
H -2.326 1.816 7.582 0.522 -0.379 0.004
```
Forces are in eV/Å.

## Properties
total charge = -1
ΔE to the lowest compared entry with this formula, charge and spin = 39.3 kcal/mol
multiplicity = 3
maximum force = 0.07053 hartree/bohr
LUMO energy (spin up / spin down) = 1.2 / 1.1 eV
Kohn-Sham gap (spin up / spin down) = 4.37 / 4.36 eV
electronic energy = -3457.81581 hartree

(4)
Here is a 2-piece molecular cluster, C5H9NO overall in a non-equilibrium geometry from the OMol25 dataset. Energies are from wB97M-V/def2-TZVPD.

```
16
Properties=species:S:1:pos:R:3:forces:R:3
O 3.998 -0.134 0.839 1.232 0.126 -0.112
N 0.518 1.164 -0.324 -0.170 -0.563 1.576
C -0.453 1.568 0.576 -3.071 -2.020 -0.491
C -2.060 -1.558 -0.566 0.546 -3.054 -2.047
C -1.024 -0.553 -0.197 -1.788 3.196 1.701
C 0.180 -0.154 -0.702 0.159 -0.258 0.578
C -1.490 0.576 0.662 4.308 0.938 -1.850
H -2.936 -1.054 -0.902 -0.791 0.761 0.058
H -1.853 -2.184 -1.574 0.154 1.086 2.477
H 3.326 0.436 0.450 0.402 0.061 -0.075
H 1.431 1.636 -0.168 -0.869 -1.177 -0.873
H -0.569 2.593 0.856 0.364 0.347 0.359
H 0.835 -0.940 -0.965 1.236 0.071 -1.188
H -2.413 -2.269 0.234 0.741 0.694 -0.689
H 4.902 0.193 0.588 -1.608 -0.243 0.203
H -2.393 0.682 1.194 -0.844 0.036 0.373
```
Forces are in eV/Å.

## Properties
ΔE to the lowest compared entry with this formula, charge and spin = 54.2 kcal/mol
multiplicity = 1
maximum force = 0.09298 hartree/bohr
LUMO energy = 0.6 eV
Kohn-Sham gap = 8.86 eV
electronic energy = -325.85118 hartree

Question: The highest multiplicity belongs to which entry?
Answer: C30H43Cl3N5O3PtSi

Question: Which of these has the lowest maximum force?
Answer: H12O6

Question: Which formula does entry 4 have?
Answer: C5H9NO